[1]
DFT (ωB97M-V/def2-TZVPD) results for an isolated molecule of C2H4ClFO in a non-equilibrium geometry.

Structure (ORCA input):
```
! wB97M-V def2-TZVPD RIJCOSX def2/J DEFGRID3
* xyz 0 1
C -0.70 -0.06 0.20
O 1.37 -1.36 -0.16
H -0.32 -2.11 0.65
H -1.66 -0.02 0.80
Cl 0.08 1.51 0.27
H 1.28 -1.18 -1.10
C 0.22 -1.17 0.62
H 0.61 -0.95 1.59
F -1.03 -0.33 -1.13
*
```

The orbital gap is 0.431 Eh. The LUMO energy is 0.861 eV. For the energy above the lowest of the compared OMol25 structures with the same formula, charge and spin, the calculation gives 0.50 kcal per mole. The calculation puts the total energy at -19425.8763 eV. Its structure (SMILES) is OC[C@H](F)Cl.

Atom charges from the Mulliken analysis, given in e for atoms 1 to 8: number 1, C, carries 0.13; number 2, O, carries -0.49; number 3, H, carries 0.28; number 4, H, carries 0.26; number 5, Cl, carries -0.14; number 6, H, carries 0.31; number 7, C, carries -0.43; number 8, H, carries 0.33

=====

[2]
DFT (ωB97M-V/def2-TZVPD) results for a cluster of 3 separate species, C4H15N3O in total in a non-equilibrium geometry.

Structure (ORCA input):
```
! wB97M-V def2-TZVPD RIJCOSX def2/J DEFGRID3
* xyz 0 1
H 0.56 0.33 -1.79
C 0.32 1.83 0.42
N 0.54 -2.07 -0.10
C -3.15 0.13 0.47
H 1.20 -1.49 1.86
C -0.25 1.06 -1.79
H -0.12 -1.30 -0.10
H -1.72 1.63 -0.34
H -0.10 1.99 1.42
N -0.68 1.24 -0.43
H 2.74 -0.99 -0.56
H 1.15 1.11 0.50
C 1.58 -1.82 0.88
H 0.13 1.98 -2.26
H 0.01 -2.90 0.16
H 3.24 -0.63 0.96
H -3.60 0.58 1.37
H 2.13 -2.76 1.03
H -1.07 0.67 -2.39
O -2.11 -0.50 0.53
H 0.72 2.78 0.04
N 2.42 -0.74 0.37
H -3.94 -0.15 -0.25
*
```

The orbital gap is 0.306 Eh. The LUMO energy is 0.341 eV. For the energy above the lowest of the compared OMol25 structures with the same formula, charge and spin, the calculation gives 67.42 kcal per mole. The calculation puts the total energy at -10906.6161 eV. Its structure (SMILES) is C=O.CNC.NCN.

Atom charges from the Mulliken analysis, given in e for atoms 1 to 8: number 1, H, carries 0.26; number 2, C, carries -0.84; number 3, N, carries -0.57; number 4, C, carries -0.22; number 5, H, carries 0.27; number 6, C, carries -0.96; number 7, H, carries 0.19; number 8, H, carries 0.29

=====

[3]
DFT (ωB97M-V/def2-TZVPD) results for a structure of composition C24H21N2O2SV.

Structure (ORCA input):
```
! wB97M-V def2-TZVPD RIJCOSX def2/J DEFGRID3
* xyz 1 2
H 0.26 -2.60 -4.34
H -3.99 0.60 2.72
C -0.70 -2.16 -1.13
O 1.34 -0.03 2.11
H 5.52 -0.58 -1.16
H 5.95 -1.23 -2.76
H -7.27 -0.79 0.37
C 1.84 0.81 3.06
H 4.33 -3.95 -2.41
H -3.34 -0.77 -1.30
C -0.32 -2.81 -2.28
C -0.03 -2.08 -3.43
C 0.57 4.90 2.93
H -1.85 0.74 1.88
C -4.37 0.19 1.79
C 3.87 -3.07 -2.85
C -4.00 -0.58 -0.46
C -2.07 0.23 0.95
C 0.68 4.20 1.73
C 1.39 2.24 2.94
H 4.29 -2.89 -3.84
H 1.58 2.45 5.04
H 6.07 -2.26 -1.31
C 1.09 2.87 1.73
C 0.89 4.28 4.12
C -1.04 -0.05 0.15
H 0.47 4.69 0.79
C 3.15 -1.34 -1.36
H -6.40 0.13 2.49
H -5.74 -1.23 -1.52
C 1.31 2.96 4.12
S 1.32 2.14 0.12
H 2.80 -3.23 -2.95
H -0.60 1.05 -2.27
H -0.93 -2.71 -0.23
H 0.81 4.82 5.06
C -3.49 -0.07 0.74
V 0.88 0.03 0.41
N 2.29 -0.82 -0.79
N 4.12 -1.90 -2.01
C -5.73 -0.07 1.66
C -0.13 -0.70 -3.43
H 0.25 5.93 2.92
C -5.35 -0.84 -0.59
C 5.50 -1.47 -1.79
C -0.52 -0.03 -2.28
C -0.82 -0.76 -1.11
H -0.25 -3.89 -2.29
C -6.22 -0.59 0.47
O 2.53 0.41 3.94
H 0.08 -0.14 -4.33
*
```

The orbital gap (spin up / spin down) is 0.248 / 0.271 Eh. The LUMO energy (spin up / spin down) is -4.291 / -3.758 eV. For the energy above the lowest of the compared OMol25 structures with the same formula, charge and spin, the calculation gives 0.00 kcal per mole. The calculation puts the total energy at -68821.0330 eV.

Atom charges from the Mulliken analysis, given in e for atoms 1 to 8: number 1, H, carries 0.46; number 2, H, carries 0.37; number 3, C, carries 0.12; number 4, O, carries -0.65; number 5, H, carries 0.32; number 6, H, carries 0.33; number 7, H, carries 0.39; number 8, C, carries 0.30

=====

[4]
DFT (ωB97M-V/def2-TZVPD) results for an isolated molecule of C6H6.

Structure (ORCA input):
```
! wB97M-V def2-TZVPD RIJCOSX def2/J DEFGRID3
* xyz 0 1
C -1.67 2.52 0.81
H -2.29 3.37 0.70
H 1.63 -3.01 -1.10
C 0.84 -2.30 -1.33
H 0.10 -2.55 -2.08
C 0.58 0.09 -0.33
H -0.60 -0.50 1.37
H 0.95 0.94 -0.91
C -0.07 0.39 1.00
H 0.73 0.60 1.73
C -0.97 1.55 0.92
C 0.76 -1.11 -0.78
*
```

The orbital gap is 0.386 Eh. The LUMO energy is 0.970 eV. For the energy above the lowest of the compared OMol25 structures with the same formula, charge and spin, the calculation gives 85.25 kcal per mole. The calculation puts the total energy at -6315.5033 eV. Its structure (SMILES) is C#CCC=C=C.

Atom charges from the Mulliken analysis, given in e for atoms 1 to 8: number 1, C, carries 0.18; number 2, H, carries 0.39; number 3, H, carries 0.25; number 4, C, carries -0.70; number 5, H, carries 0.23; number 6, C, carries -0.30; number 7, H, carries 0.31; number 8, H, carries 0.33

=====

[5]
DFT (ωB97M-V/def2-TZVPD) results for the ion C3H8N3OS with charge +1 in a non-equilibrium geometry.

Structure (ORCA input):
```
! wB97M-V def2-TZVPD RIJCOSX def2/J DEFGRID3
* xyz 1 1
H 3.57 0.96 -0.41
O 2.06 -0.37 -0.08
N -3.07 -0.10 -0.24
H -2.18 -0.22 -1.88
C 2.57 0.94 -0.21
C -3.12 0.32 0.95
H 1.03 -2.65 -0.54
N -1.98 -0.17 -0.91
H -4.03 0.18 1.42
N 0.41 -1.87 -0.43
H -0.47 -2.21 -0.78
H 2.45 1.24 0.87
H 2.07 1.48 -0.88
C 0.80 -0.56 -0.36
H -2.36 0.73 1.54
S -0.28 0.72 -0.58
*
```

The orbital gap is 0.330 Eh. The LUMO energy is -4.454 eV. For the energy above the lowest of the compared OMol25 structures with the same formula, charge and spin, the calculation gives 65.29 kcal per mole. The calculation puts the total energy at -20583.7905 eV.

Atom charges from the Mulliken analysis, given in e for atoms 1 to 8: number 1, H, carries 0.26; number 2, O, carries -0.32; number 3, N, carries -0.41; number 4, H, carries 0.30; number 5, C, carries -0.82; number 6, C, carries -0.30; number 7, H, carries 0.27; number 8, N, carries -0.10

=====

[6]
DFT (ωB97M-V/def2-TZVPD) results for a cluster of 2 separate species, C2H6O2 in total in a non-equilibrium geometry.

Structure (ORCA input):
```
! wB97M-V def2-TZVPD RIJCOSX def2/J DEFGRID3
* xyz 0 1
H -1.23 -0.25 0.86
O 1.22 0.60 1.10
H -1.50 0.43 -1.10
C -1.24 -1.07 0.15
O -1.41 -0.52 -1.21
C 1.77 1.03 0.11
H 1.70 0.38 -0.79
H -2.11 -1.70 0.26
H 2.47 1.88 0.12
H -0.25 -1.51 0.17
*
```

The orbital gap is 0.398 Eh. The LUMO energy is 0.629 eV. For the energy above the lowest of the compared OMol25 structures with the same formula, charge and spin, the calculation gives 38.75 kcal per mole. The calculation puts the total energy at -6264.5744 eV. Its structure (SMILES) is C=O.CO.

Atom charges from the Mulliken analysis, given in e for atoms 1 to 8: number 1, H, carries 0.27; number 2, O, carries -0.37; number 3, H, carries 0.30; number 4, C, carries -0.50; number 5, O, carries -0.50; number 6, C, carries -0.11; number 7, H, carries 0.22; number 8, H, carries 0.25